Formula: C67H124F21N7O14
Source: the Open Molecules 2025 dataset
Level of theory: wB97M-V/def2-TZVPD

Properties
HOMO level = -1.26 eV
Frontier orbital gap = 0.1224 Ha
Energy = -167636.660 eV
F_max = 5.28 eV/Å
Lowest unoccupied orbital energy = 2.1 eV

```
! wB97M-V def2-TZVPD RIJCOSX def2/J DEFGRID3
* xyz -2 1
C 0.55 2.65 -9.03
C 1.51 3.84 -8.94
N 1.75 4.48 -7.63
C 2.83 5.31 -7.17
C 2.64 5.65 -5.83
N 1.39 5.19 -5.52
C 0.88 4.48 -6.58
C 0.72 5.40 -4.30
H 0.46 2.24 -10.03
H -0.51 2.88 -8.85
H 0.85 1.98 -8.23
H 1.09 4.50 -9.70
H 2.50 3.60 -9.33
H 3.56 5.71 -7.86
H 3.29 6.08 -5.08
H -0.01 3.87 -6.62
H 0.36 4.46 -3.87
H -0.01 6.20 -4.19
H 1.38 5.82 -3.55
C -6.09 -0.09 -4.54
C -4.91 -0.97 -4.09
N -5.24 -1.95 -3.04
C -4.64 -2.10 -1.76
C -5.41 -3.00 -1.11
N -6.50 -3.41 -1.85
C -6.26 -2.87 -3.08
C -7.67 -4.25 -1.58
H -6.83 -0.63 -5.13
H -5.77 0.68 -5.25
H -6.76 0.34 -3.80
H -4.22 -0.29 -3.60
H -4.39 -1.45 -4.92
H -3.82 -1.46 -1.47
H -5.47 -3.45 -0.13
H -6.90 -3.03 -3.93
H -7.57 -5.13 -2.21
H -8.59 -3.68 -1.66
H -7.56 -4.53 -0.53
C 6.02 -1.61 -0.26
C 6.41 -0.43 0.71
C 6.02 -0.87 2.27
N 6.22 0.28 3.30
C 5.39 1.50 2.90
C 3.83 1.10 2.97
C 3.48 0.64 4.33
C 4.40 -0.43 4.97
C 5.87 -0.12 4.78
C 7.69 0.70 3.28
H 6.47 -1.48 -1.25
H 4.95 -1.72 -0.40
H 6.43 -2.53 0.15
H 5.87 0.46 0.38
H 7.44 -0.11 0.61
H 6.62 -1.73 2.57
H 4.95 -1.08 2.26
H 5.64 1.97 1.95
H 5.53 2.16 3.75
H 3.52 0.39 2.21
H 3.30 1.99 2.66
H 2.44 0.31 4.31
H 3.33 1.45 5.04
H 4.21 -1.30 4.34
H 4.17 -0.69 6.01
H 6.49 -0.92 5.18
H 6.11 0.74 5.42
H 7.95 1.22 2.35
H 8.29 -0.18 3.51
H 7.83 1.42 4.08
C -0.78 4.77 -1.11
C -0.47 3.26 -1.14
C -0.10 2.56 0.14
N -0.04 0.97 0.12
C 0.71 0.41 -1.10
C 0.98 -1.03 -1.06
C 1.77 -1.36 0.21
C 1.03 -0.93 1.49
C 0.55 0.58 1.51
C -1.52 0.58 0.04
H -1.42 5.11 -0.30
H -1.19 5.11 -2.06
H 0.17 5.31 -1.05
H 0.37 3.10 -1.81
H -1.37 2.88 -1.62
H -0.80 2.89 0.91
H 0.95 2.77 0.37
H 1.56 1.08 -1.19
H 0.04 0.65 -1.93
H 1.49 -1.33 -1.98
H 0.08 -1.62 -1.16
H 2.74 -0.87 0.28
H 1.85 -2.45 0.19
H 1.61 -1.23 2.37
H 0.11 -1.52 1.52
H 1.38 1.26 1.69
H -0.22 0.62 2.29
H -1.65 -0.47 0.28
H -2.06 0.91 -0.84
H -1.93 1.18 0.85
C -5.00 -0.71 1.58
C -4.29 -0.81 2.98
C -5.28 -1.21 4.13
N -4.39 -1.73 5.32
C -3.76 -0.54 6.15
C -4.73 0.10 7.13
C -5.51 -0.79 8.04
C -6.22 -1.84 7.20
C -5.26 -2.63 6.28
C -3.31 -2.76 4.84
H -4.25 -0.36 0.87
H -5.72 0.10 1.69
H -5.47 -1.59 1.16
H -3.66 0.08 3.10
H -3.51 -1.55 2.79
H -5.97 -2.03 3.91
H -5.74 -0.29 4.48
H -3.17 0.09 5.49
H -2.92 -0.99 6.69
H -5.40 0.67 6.49
H -4.24 0.85 7.74
H -6.19 -0.05 8.47
H -4.91 -1.19 8.86
H -6.99 -1.47 6.53
H -6.83 -2.52 7.81
H -5.96 -3.28 5.75
H -4.61 -3.32 6.81
H -2.80 -3.22 5.68
H -2.55 -2.30 4.21
H -3.81 -3.60 4.36
C -3.13 3.65 -5.65
O -3.06 5.03 -5.13
O -2.61 3.80 -6.99
C -2.51 2.52 -4.68
F -2.31 1.33 -5.30
F -1.31 2.75 -4.15
F -3.43 2.24 -3.76
C -3.56 5.20 -3.72
C -3.42 6.67 -3.39
H -2.37 6.99 -3.43
H -3.96 7.25 -4.14
H -3.70 6.77 -2.35
H -3.00 4.51 -3.09
H -4.61 4.92 -3.69
H -4.21 3.47 -5.72
C 3.67 -4.75 -0.75
O 2.82 -4.54 0.41
O 4.56 -5.82 -0.52
C 2.68 -4.87 -1.98
F 2.25 -3.66 -2.28
F 3.25 -5.49 -3.04
F 1.67 -5.65 -1.64
C 3.46 -4.15 1.65
C 2.53 -4.58 2.75
H 2.79 -5.62 2.90
H 2.69 -3.97 3.64
H 1.49 -4.46 2.42
H 3.61 -3.07 1.66
H 4.46 -4.55 1.81
H 4.23 -3.83 -0.87
C -2.88 3.54 2.87
O -3.13 3.50 1.44
O -2.43 2.26 3.30
C -2.01 4.84 3.02
F -2.33 5.80 2.14
F -2.06 5.46 4.18
F -0.72 4.61 2.79
C -4.44 3.03 1.05
C -4.64 3.03 -0.45
H -4.00 2.30 -0.94
H -5.67 2.78 -0.71
H -4.35 3.98 -0.89
H -5.22 3.64 1.48
H -4.58 1.97 1.26
H -3.84 3.81 3.32
C 3.79 -1.58 -5.02
O 3.01 -0.46 -5.56
O 4.18 -2.21 -6.17
C 4.68 -1.19 -3.82
F 5.59 -2.10 -3.62
F 5.28 -0.01 -3.96
F 4.02 -1.14 -2.59
C 2.14 0.14 -4.60
C 1.35 1.21 -5.33
H 0.60 0.84 -6.03
H 0.85 1.80 -4.57
H 2.08 1.79 -5.90
H 2.63 0.60 -3.74
H 1.45 -0.62 -4.22
H 3.05 -2.26 -4.60
C 4.19 2.61 -1.59
O 5.53 2.68 -1.16
O 3.40 2.75 -0.44
C 3.84 3.48 -2.84
F 2.59 3.28 -3.24
F 3.94 4.80 -2.57
F 4.71 3.24 -3.83
C 6.51 1.95 -1.85
C 7.80 2.22 -1.00
H 8.02 3.29 -1.12
H 7.67 2.02 0.07
H 8.63 1.72 -1.50
H 6.90 2.25 -2.82
H 6.37 0.87 -1.85
H 4.07 1.62 -2.01
C -1.60 -4.05 -2.78
O -1.68 -3.53 -1.39
O -2.81 -4.71 -2.96
C -1.41 -2.74 -3.69
F -1.76 -1.53 -3.26
F -0.11 -2.55 -3.88
F -2.01 -2.82 -4.86
C -1.10 -4.33 -0.37
C -1.56 -3.94 1.00
H -1.65 -2.86 1.10
H -2.57 -4.25 1.26
H -0.86 -4.44 1.67
H -0.03 -4.15 -0.50
H -1.20 -5.41 -0.37
H -0.75 -4.73 -2.83
C 0.29 -3.25 6.63
O 0.49 -4.56 7.21
O -0.60 -2.58 7.48
C 1.63 -2.55 6.13
F 1.56 -2.23 4.88
F 2.09 -1.42 6.76
F 2.68 -3.42 6.15
C -0.49 -5.62 7.11
C 0.22 -6.74 7.85
H 0.28 -6.58 8.93
H -0.48 -7.57 7.74
H 1.19 -7.07 7.48
H -0.55 -6.00 6.09
H -1.50 -5.56 7.51
H -0.18 -3.51 5.68
*
```

=====

Formula: C67H134O31S13
Source: the Open Molecules 2025 dataset
Level of theory: wB97M-V/def2-TZVPD

Properties
HOMO level = -8.65 eV
Frontier orbital gap = 0.3215 Ha
Energy = -275978.444 eV
F_max = 3.71 eV/Å
Lowest unoccupied orbital energy = 0.1 eV

```
! wB97M-V def2-TZVPD RIJCOSX def2/J DEFGRID3
* xyz 0 1
C -0.39 6.48 0.82
C -1.16 6.13 2.07
C -1.95 7.32 2.52
S -2.71 7.77 0.89
O -2.88 9.19 0.78
O -3.88 6.98 0.57
C -1.30 7.20 -0.14
H -0.07 5.54 0.42
H 0.52 7.01 1.13
H -0.45 5.77 2.78
H -1.80 5.24 1.93
H -1.35 8.17 2.77
H -2.73 7.08 3.23
H -0.94 8.07 -0.67
H -1.69 6.40 -0.75
C -5.75 3.69 3.11
C -5.08 2.35 3.50
C -3.54 2.57 3.70
S -3.55 4.15 4.51
O -2.29 4.83 4.42
O -4.22 4.02 5.80
C -4.74 4.81 3.37
H -6.61 3.89 3.72
H -6.07 3.67 2.09
H -5.30 1.57 2.75
H -5.49 1.98 4.45
H -2.92 2.68 2.80
H -3.02 1.89 4.38
H -4.17 5.15 2.48
H -5.08 5.78 3.80
C 4.74 -1.74 1.60
C 4.65 -0.88 2.81
C 5.20 0.53 2.54
S 6.49 0.10 1.35
O 7.82 0.37 1.89
O 6.12 0.72 0.11
C 6.18 -1.66 1.22
H 4.13 -1.27 0.81
H 4.39 -2.75 1.87
H 5.26 -1.33 3.63
H 3.61 -0.85 3.14
H 5.68 1.05 3.36
H 4.63 1.27 1.97
H 6.81 -2.16 1.96
H 6.36 -1.99 0.18
C -2.57 -6.94 0.73
C -3.95 -7.39 0.11
C -4.26 -6.40 -0.97
S -3.96 -4.82 -0.07
O -5.05 -4.50 0.83
O -3.61 -3.80 -1.06
C -2.58 -5.38 0.95
H -1.74 -7.23 0.07
H -2.43 -7.44 1.69
H -4.76 -7.35 0.87
H -3.98 -8.47 -0.15
H -5.30 -6.32 -1.26
H -3.62 -6.36 -1.84
H -2.72 -5.08 1.96
H -1.75 -4.93 0.42
C -3.91 -1.34 2.31
C -2.73 -1.45 1.33
C -1.46 -1.20 2.22
S -1.85 -2.20 3.68
O -1.43 -1.49 4.88
O -1.31 -3.51 3.45
C -3.61 -2.18 3.55
H -4.78 -1.71 1.79
H -4.06 -0.31 2.58
H -2.84 -0.83 0.47
H -2.65 -2.45 0.94
H -1.34 -0.21 2.59
H -0.48 -1.53 1.84
H -3.99 -1.83 4.50
H -4.03 -3.15 3.30
C -8.23 0.20 1.02
C -7.81 -1.29 1.26
C -7.37 -1.85 -0.07
S -6.55 -0.50 -0.90
O -6.92 -0.39 -2.29
O -5.11 -0.54 -0.65
C -7.32 0.83 0.01
H -8.46 0.73 1.94
H -9.23 0.11 0.64
H -8.61 -1.88 1.77
H -6.93 -1.39 1.91
H -8.21 -2.06 -0.78
H -6.65 -2.62 -0.06
H -7.87 1.40 -0.77
H -6.55 1.40 0.50
C 5.86 1.53 -2.72
C 6.20 1.87 -4.20
C 4.88 1.72 -4.98
S 4.23 0.18 -4.37
O 4.52 -0.94 -5.17
O 2.81 0.30 -4.09
C 5.17 0.15 -2.74
H 5.16 2.26 -2.25
H 6.69 1.56 -1.99
H 6.84 1.10 -4.60
H 6.63 2.83 -4.41
H 5.08 1.69 -6.03
H 4.09 2.41 -4.72
H 5.82 -0.76 -2.72
H 4.42 0.11 -1.99
C -0.30 -3.40 -4.44
C 0.96 -4.24 -4.41
C 1.14 -4.83 -2.99
S -0.46 -4.66 -2.20
O -0.48 -3.58 -1.21
O -0.89 -5.96 -1.79
C -1.40 -4.14 -3.65
H -0.63 -3.01 -5.40
H -0.15 -2.50 -3.81
H 1.78 -3.63 -4.66
H 0.92 -5.02 -5.16
H 1.89 -4.28 -2.46
H 1.31 -5.94 -2.91
H -2.27 -3.57 -3.28
H -1.65 -5.09 -4.09
C 2.80 5.06 -0.13
C 4.08 4.51 -0.69
C 4.63 3.65 0.38
S 4.45 4.63 1.86
O 5.55 5.56 2.05
O 4.11 3.81 2.96
C 2.99 5.58 1.36
H 2.09 4.21 -0.12
H 2.43 5.83 -0.82
H 4.70 5.41 -0.79
H 3.94 4.03 -1.66
H 5.70 3.46 0.42
H 4.05 2.73 0.31
H 3.33 6.65 1.36
H 2.20 5.33 2.06
C 1.41 -1.94 6.20
C 2.84 -1.80 6.80
C 3.57 -3.12 6.89
S 2.96 -3.86 5.31
O 2.94 -5.32 5.30
O 3.59 -3.13 4.22
C 1.28 -3.26 5.40
H 1.24 -1.09 5.52
H 0.65 -1.86 6.98
H 2.80 -1.28 7.76
H 3.34 -1.10 6.16
H 3.28 -3.75 7.71
H 4.65 -3.18 6.90
H 0.74 -4.05 5.91
H 0.88 -3.28 4.38
C -0.67 1.00 -1.41
C -0.34 -0.51 -1.63
C 1.14 -0.78 -1.41
S 1.59 0.50 -0.19
O 2.77 1.27 -0.61
O 1.75 -0.14 1.13
C 0.18 1.58 -0.32
H -1.76 1.14 -1.20
H -0.40 1.49 -2.36
H -0.71 -0.68 -2.67
H -0.86 -1.15 -0.97
H 1.80 -0.63 -2.26
H 1.29 -1.79 -0.98
H 0.58 2.60 -0.32
H -0.28 1.54 0.68
C 4.66 -6.02 -3.66
C 5.57 -5.25 -4.67
C 5.46 -3.75 -4.43
S 4.93 -3.59 -2.71
O 3.60 -3.00 -2.74
O 5.99 -2.86 -2.01
C 4.83 -5.31 -2.29
H 4.83 -7.07 -3.63
H 3.62 -5.96 -4.02
H 5.29 -5.58 -5.67
H 6.58 -5.62 -4.49
H 4.62 -3.38 -5.02
H 6.32 -3.12 -4.63
H 4.21 -5.65 -1.49
H 5.87 -5.47 -1.96
C 1.95 1.55 5.27
C 1.69 3.02 5.74
C 0.45 3.55 4.97
S 0.48 2.64 3.38
O 0.61 3.55 2.28
O -0.62 1.71 3.35
C 1.99 1.67 3.72
H 1.11 0.88 5.55
H 2.91 1.15 5.66
H 2.53 3.59 5.47
H 1.62 3.13 6.85
H 0.39 4.61 4.70
H -0.44 3.31 5.55
H 2.80 2.23 3.29
H 1.82 0.73 3.22
C 1.11 -4.09 1.36
C 2.15 -5.00 0.80
O 2.27 -5.24 -0.41
C 2.99 -5.55 1.91
H 1.44 -3.09 1.23
H 0.89 -4.19 2.41
H 0.22 -4.13 0.70
H 3.85 -6.13 1.52
H 2.36 -6.04 2.66
H 3.40 -4.65 2.40
C 1.64 3.48 -3.31
C 0.27 4.10 -3.19
O -0.13 4.48 -2.10
C -0.64 4.23 -4.41
H 2.14 3.45 -2.34
H 2.27 4.05 -4.01
H 1.40 2.47 -3.66
H -1.37 3.42 -4.31
H -0.17 4.16 -5.38
H -1.26 5.08 -4.28
C -2.70 3.89 -0.18
C -3.97 3.77 -0.96
O -4.68 2.82 -0.80
C -4.28 4.96 -1.85
H -2.67 4.88 0.26
H -1.86 3.78 -0.88
H -2.64 3.09 0.55
H -3.33 5.33 -2.39
H -4.61 5.82 -1.26
H -5.03 4.70 -2.56
C -4.20 -1.42 -4.11
C -5.38 -1.20 -5.00
O -6.01 -2.10 -5.49
C -5.92 0.28 -5.07
H -3.36 -0.85 -4.60
H -4.01 -2.47 -4.08
H -4.22 -0.97 -3.10
H -6.91 0.26 -4.71
H -5.93 0.66 -6.08
H -5.27 0.87 -4.43
C 0.02 1.05 -5.24
C -0.37 -0.13 -6.00
O -1.52 -0.57 -6.18
C 0.71 -0.95 -6.59
H -0.83 1.34 -4.63
H 0.31 1.91 -5.88
H 0.79 0.76 -4.54
H 1.16 -0.32 -7.40
H 0.34 -1.87 -7.08
H 1.51 -1.06 -5.85
*
```

=====

> Which of these has the lowest lowest unoccupied orbital energy?

C67H134O31S13

=====

> The highest lowest unoccupied orbital energy belongs to which entry?

C67H124F21N7O14

=====

> Among the records above, which one has the lowest lowest unoccupied orbital energy?

C67H134O31S13

=====

> What is the frontier orbital gap in the second record?

0.3215 Ha